Record 1
# C4H6O2

A cluster of 2 separate species, C4H6O2 in total (ωB97M-V/def2-TZVPD, OMol25).

Each line ends with the natural charge from an NBO analysis.
Positions of all 12 atoms, in Å:
O  -1.437  -1.303  0.118  -0.687
C  -2.175  -0.463  -0.610  0.652
O  -1.958  0.713  -0.755  -0.595
C  0.737  1.038  0.415  -0.162
C  1.688  0.179  -0.366  -0.434
C  1.337  0.112  1.094  -0.236
H  -3.021  -1.000  -1.064  0.114
H  0.042  1.860  0.356  0.250
H  1.301  -0.571  -1.063  0.179
H  2.652  0.593  -0.670  0.183
H  -0.698  -0.790  0.505  0.501
H  1.529  -0.368  2.042  0.232

The energy relative to the best compared isomer or geometry (same formula, charge and spin) comes out at 67.0 kcal per mole. As for the charge: 0. The largest force on an atom comes out at 0.0114 Eh/bohr. As for the total energy: -306.3995 a.u. As for the SMILES: C1=CC1.O=CO.



Record 2
# C4H6O2

The molecule C4H6O2 (ωB97M-V/def2-TZVPD, OMol25).

Each line ends with the natural charge from an NBO analysis.
Positions of all 12 atoms, in Å:
O  1.336  -1.383  0.757  -0.657
C  0.421  -1.250  -0.184  0.249
C  -0.847  -0.669  0.438  -0.674
C  -1.019  0.717  -0.204  0.620
O  -2.065  1.229  -0.515  -0.518
C  0.369  1.202  -0.521  -0.721
H  2.151  -1.682  0.319  0.500
H  0.771  0.276  -0.991  0.240
H  -0.785  -0.584  1.532  0.229
H  -1.692  -1.302  0.158  0.258
H  0.423  2.059  -1.192  0.238
H  0.937  1.387  0.402  0.236

The energy relative to the best compared isomer or geometry (same formula, charge and spin) comes out at 77.9 kcal per mole. As for the charge: 0. The largest force on an atom comes out at 0.0186 Eh/bohr. As for the total energy: -306.3821 a.u.



Record 3
# C4H6O2

A structure of composition C4H6O2 (ωB97M-V/def2-TZVPD, OMol25).

Each line ends with the natural charge from an NBO analysis.
Positions of all 12 atoms, in Å:
O  1.559  -0.195  1.440  -0.610
C  1.721  0.108  0.238  0.353
C  0.923  -0.403  -0.804  -0.623
C  -0.759  -0.387  0.453  0.160
C  -1.787  0.617  0.088  -0.170
O  -1.906  -0.811  -0.128  -0.459
H  2.436  0.898  0.047  0.143
H  0.769  -1.463  -0.894  0.243
H  0.962  0.124  -1.757  0.217
H  0.228  -0.704  1.313  0.361
H  -2.483  1.016  0.827  0.194
H  -1.664  1.202  -0.823  0.192

The energy relative to the best compared isomer or geometry (same formula, charge and spin) comes out at 119.2 kcal per mole. As for the charge: 0. The largest force on an atom comes out at 0.0480 Eh/bohr. As for the total energy: -306.3163 a.u.



Record 4
# C4H6O2

A structure of composition C4H6O2 (ωB97M-V/def2-TZVPD, OMol25).

Each line ends with the natural charge from an NBO analysis.
Positions of all 12 atoms, in Å:
O  -0.814  1.268  -1.403  -0.659
C  0.067  1.217  -0.556  0.398
C  1.012  0.051  -0.358  -0.393
C  -0.333  -1.200  -0.047  -0.565
C  -0.842  -0.385  1.061  0.434
O  -0.715  0.838  1.073  -0.472
H  0.676  2.081  -0.228  0.113
H  1.629  0.165  0.546  0.211
H  1.665  0.068  -1.259  0.237
H  -0.754  -0.995  -1.027  0.292
H  -0.417  -2.293  0.189  0.241
H  -1.175  -0.815  2.009  0.164

The energy relative to the best compared isomer or geometry (same formula, charge and spin) comes out at 81.0 kcal per mole. As for the charge: 0. The largest force on an atom comes out at 0.0433 Eh/bohr. As for the total energy: -306.3772 a.u.



Record 5
# C4H6O2

A structure of composition C4H6O2 (ωB97M-V/def2-TZVPD, OMol25).

Each line ends with the natural charge from an NBO analysis.
Positions of all 12 atoms, in Å:
C  1.467  0.784  0.105  -0.652
C  0.192  0.029  0.078  0.021
C  -1.332  -0.416  -1.206  0.194
O  -0.072  -0.665  -1.125  -0.391
C  -0.478  -0.547  1.176  0.285
O  -1.488  -1.260  1.103  -0.619
H  1.627  1.180  1.110  0.228
H  2.328  0.156  -0.158  0.214
H  1.449  1.635  -0.581  0.217
H  -2.017  -1.175  -1.535  0.184
H  -1.664  0.600  -1.119  0.176
H  -0.013  -0.320  2.153  0.143

The energy relative to the best compared isomer or geometry (same formula, charge and spin) comes out at 92.1 kcal per mole. As for the charge: 0. The largest force on an atom comes out at 0.0160 Eh/bohr. As for the total energy: -306.3595 a.u.



Record 6
# C4H6O2

The molecule C4H6O2 (ωB97M-V/def2-TZVPD, OMol25).

Each line ends with the natural charge from an NBO analysis.
Positions of all 12 atoms, in Å:
C  -1.661  -0.219  0.791  -0.611
C  -0.134  -0.407  0.723  -0.512
C  0.474  0.336  -0.410  0.476
O  -0.071  0.486  -1.483  -0.500
C  1.970  0.560  -0.306  0.347
O  2.633  0.210  0.640  -0.472
H  -1.894  0.843  0.633  0.215
H  -2.196  -0.761  0.009  0.224
H  -2.097  -0.477  1.763  0.217
H  0.260  -1.368  0.385  0.245
H  0.365  -0.232  1.680  0.243
H  2.363  1.065  -1.199  0.129

The energy relative to the best compared isomer or geometry (same formula, charge and spin) comes out at 28.1 kcal per mole. As for the charge: 0. The largest force on an atom comes out at 0.0207 Eh/bohr. As for the total energy: -306.4616 a.u. As for the SMILES: CCC(=O)C=O.



Record 7
# C4H6O2

The molecule C4H6O2 (ωB97M-V/def2-TZVPD, OMol25).

Each line ends with the natural charge from an NBO analysis.
Positions of all 12 atoms, in Å:
O  2.548  -0.389  0.093  -0.505
C  1.412  -0.622  0.429  0.447
C  0.206  -0.294  -0.415  -0.393
C  -1.157  -0.503  0.251  -0.050
O  -1.421  0.904  0.290  -0.529
C  -0.197  1.199  -0.393  -0.035
H  1.197  -1.085  1.417  0.105
H  0.333  -0.729  -1.410  0.239
H  -1.897  -1.049  -0.345  0.181
H  -1.118  -0.937  1.260  0.173
H  0.461  1.847  0.198  0.182
H  -0.368  1.658  -1.375  0.184

The energy relative to the best compared isomer or geometry (same formula, charge and spin) comes out at 46.5 kcal per mole. As for the charge: 0. The largest force on an atom comes out at 0.0103 Eh/bohr. As for the total energy: -306.4321 a.u. As for the SMILES: O=CC1COC1.



Record 8
# C4H6O2

The molecule C4H6O2 (ωB97M-V/def2-TZVPD, OMol25).

Each line ends with the natural charge from an NBO analysis.
Positions of all 12 atoms, in Å:
O  -1.425  1.649  -1.345  -0.501
C  -1.335  1.389  -0.165  0.419
C  -0.594  0.095  0.322  -0.002
C  0.462  -0.353  -0.657  -0.440
C  1.213  -0.973  0.490  -0.060
O  0.414  -0.149  1.398  -0.516
H  -1.950  1.958  0.554  0.120
H  -1.453  -0.519  0.621  0.191
H  1.019  0.584  -0.742  0.217
H  0.227  -0.898  -1.567  0.224
H  2.279  -0.716  0.469  0.177
H  1.143  -2.066  0.624  0.172

The energy relative to the best compared isomer or geometry (same formula, charge and spin) comes out at 64.8 kcal per mole. As for the charge: 0. The largest force on an atom comes out at 0.0251 Eh/bohr. As for the total energy: -306.4031 a.u. As for the SMILES: O=C[C@H]1CCO1.



Record 9
# C4H6O2

A structure of composition C4H6O2 (ωB97M-V/def2-TZVPD, OMol25).

Each line ends with the natural charge from an NBO analysis.
Positions of all 12 atoms, in Å:
O  -1.377  -0.686  -1.809  -0.783
C  -0.912  0.119  -0.946  0.172
C  -0.766  -0.474  0.491  0.028
C  0.571  -0.130  -0.522  -0.209
C  0.972  0.701  0.692  -0.089
O  -0.203  0.368  1.454  -0.489
H  -1.157  1.199  -0.869  0.140
H  -1.445  -1.278  0.772  0.273
H  1.192  -0.729  -1.186  0.275
H  0.220  -1.235  0.219  0.285
H  1.034  1.773  0.478  0.206
H  1.872  0.372  1.225  0.192

The energy relative to the best compared isomer or geometry (same formula, charge and spin) comes out at 138.4 kcal per mole. As for the charge: 0. The largest force on an atom comes out at 0.0113 Eh/bohr. As for the total energy: -306.2857 a.u.



Record 10
# C4H6O2

A structure of composition C4H6O2 (ωB97M-V/def2-TZVPD, OMol25).

Each line ends with the natural charge from an NBO analysis.
Positions of all 12 atoms, in Å:
C  1.473  0.378  0.409  -0.648
C  0.356  -0.228  -0.430  0.091
C  -0.923  -0.689  0.283  -0.550
C  -1.579  0.407  -0.541  0.795
O  -2.673  0.855  -0.700  -0.545
O  -0.418  0.797  -1.140  -0.489
H  1.376  0.110  1.466  0.216
H  1.432  1.467  0.326  0.239
H  2.458  0.054  0.068  0.222
H  0.729  -0.945  -1.167  0.189
H  -1.278  -1.698  0.066  0.242
H  -0.954  -0.508  1.361  0.236

The energy relative to the best compared isomer or geometry (same formula, charge and spin) comes out at 14.1 kcal per mole. As for the charge: 0. The largest force on an atom comes out at 0.0129 Eh/bohr. As for the total energy: -306.4839 a.u.



Record 11
# C4H6O2

The molecule C4H6O2 (ωB97M-V/def2-TZVPD, OMol25).

Each line ends with the natural charge from an NBO analysis.
Positions of all 12 atoms, in Å:
O  -1.894  0.337  1.341  -0.513
C  -0.940  0.219  0.618  0.572
C  -0.075  -1.018  0.474  -0.561
C  1.047  -0.538  -0.510  -0.058
O  0.663  0.714  -1.016  -0.529
C  -0.417  1.314  -0.308  -0.181
H  -0.648  -1.885  0.073  0.248
H  0.317  -1.380  1.452  0.249
H  2.026  -0.458  0.016  0.169
H  1.202  -1.233  -1.365  0.186
H  -1.190  1.697  -1.021  0.213
H  -0.092  2.229  0.247  0.204

The energy relative to the best compared isomer or geometry (same formula, charge and spin) comes out at 25.1 kcal per mole. As for the charge: 0. The largest force on an atom comes out at 0.0277 Eh/bohr. As for the total energy: -306.4663 a.u. As for the SMILES: O=C1CCOC1.



Record 12
# C4H6O2

The molecule C4H6O2 (ωB97M-V/def2-TZVPD, OMol25).

Each line ends with the natural charge from an NBO analysis.
Positions of all 12 atoms, in Å:
C  1.415  0.237  -0.704  -0.729
C  0.409  0.695  0.323  0.605
O  0.241  1.853  0.630  -0.527
C  -0.497  -0.401  0.890  -0.616
C  -1.644  -0.432  -0.100  0.445
O  -1.653  -1.135  -1.082  -0.511
H  1.007  -0.589  -1.297  0.241
H  2.310  -0.131  -0.189  0.242
H  1.694  1.071  -1.349  0.241
H  0.002  -1.374  0.907  0.239
H  -0.844  -0.107  1.883  0.245
H  -2.441  0.313  0.089  0.125

The energy relative to the best compared isomer or geometry (same formula, charge and spin) comes out at 17.9 kcal per mole. As for the charge: 0. The largest force on an atom comes out at 0.0105 Eh/bohr. As for the total energy: -306.4777 a.u. As for the SMILES: CC(=O)CC=O.